[1]
19
Properties=species:S:1:pos:R:3:forces:R:3 method="wB97M-V/def2-TZVPD" total_charge=-1 s_squared=0.7535 spin_multiplicity=2 homo_lumo_gap_ha="0.0942 / 0.2203" lumo_energy_ev="2.6 / 2.6" homo_energy_ev="0.08 / -3.36"
C 0.593466 -0.533739 -2.288425 -0.083 -0.385 0.170
C 1.802019 0.365374 -2.200079 1.000 -0.303 0.083
S 1.564824 2.034409 -1.552940 0.537 0.596 -2.649
S 0.757143 1.726184 0.459605 -0.718 -0.647 2.640
H -0.145941 -0.200077 -3.005860 -0.173 0.148 -0.155
H 0.863620 -1.576040 -2.497102 0.179 0.145 -0.348
H 0.131780 -0.606333 -1.312275 -0.337 0.193 0.230
H 2.549711 -0.170519 -1.609946 0.052 0.112 0.371
H 2.312977 0.505146 -3.153751 -0.328 -0.048 -0.238
H -0.001701 0.631187 0.280441 -0.156 0.210 -0.045
H 0.339630 -2.209412 5.289491 -0.110 -0.142 0.219
H 0.047657 -3.065071 6.565463 0.039 0.151 -0.359
O 0.276269 -2.181610 6.253197 0.063 0.022 0.140
H -1.950922 0.621177 3.403321 -0.697 -0.372 -0.653
H -3.399072 0.513102 2.795294 0.082 0.360 0.023
O -2.603348 0.015146 2.985878 0.646 -0.039 0.561
H -3.523076 -4.342903 -4.470737 -0.058 0.018 0.237
H -3.191228 -2.915921 -4.125799 0.066 0.217 0.154
O -3.576605 -3.708678 -3.743787 -0.006 -0.236 -0.382

=====

[2]
19
Properties=species:S:1:pos:R:3:forces:R:3 method="wB97M-V/def2-TZVPD" homo_lumo_gap_ha=0.3099 smiles=CSSC.O.O.O lumo_energy_ev=0.2 homo_energy_ev=-8.28
C -1.555682 1.450302 0.778016 -1.699 1.863 2.538
S -0.832078 0.165130 1.815903 0.345 -0.805 0.973
S 1.270071 -0.211833 1.461840 -1.310 1.219 -0.720
C 1.614569 1.442349 0.725972 1.160 -0.980 -0.383
H -1.920245 2.359980 1.509334 0.968 -2.233 -1.567
H -2.508904 0.986449 0.427794 1.084 0.655 -0.604
H -0.846607 1.931422 0.125606 -0.446 -0.358 -0.982
H 0.722643 2.032905 0.753216 0.166 0.563 0.621
H 1.842920 1.345794 -0.339611 0.122 -0.187 0.200
H 2.487139 1.830677 1.258130 -0.438 0.371 -0.120
O 0.062690 1.198209 -2.809677 3.168 -1.635 3.312
H 0.449071 0.288780 -2.942109 -0.978 1.019 -0.032
H -0.481262 1.390253 -3.498484 -2.306 0.587 -3.153
O 0.011606 -1.713543 -3.080907 -0.289 0.379 -2.136
H -0.849346 -1.829339 -3.540219 0.968 0.028 0.665
H -0.052829 -2.144255 -2.229106 -0.429 -0.133 0.672
O -0.621391 -2.153076 -0.651384 0.196 0.148 0.917
H -1.562884 -2.036796 -0.538778 -0.439 -0.131 -0.026
H -0.264159 -1.417233 -0.117857 0.155 -0.368 -0.176

=====

[3]
19
Properties=species:S:1:pos:R:3:forces:R:3 method="wB97M-V/def2-TZVPD" homo_lumo_gap_ha=0.3024 smiles=CCSS.O.O.O lumo_energy_ev=-0.6 homo_energy_ev=-8.82
C -2.232171 -0.788926 0.449224 3.062 -2.051 2.553
C -1.537271 0.530674 0.606181 -2.306 0.632 -2.872
S -0.749815 0.921249 -1.039251 0.964 1.531 -0.953
S -0.361139 -0.461485 -2.719272 -0.969 0.298 2.313
H -1.435220 -1.577890 0.439190 -1.026 0.081 0.308
H -2.848642 -0.984713 -0.354674 -0.766 0.586 -2.489
H -2.937734 -0.917689 1.230658 -0.207 -0.547 1.435
H -0.836415 0.880413 1.378005 -0.355 -1.064 -0.113
H -2.476417 1.124282 0.578731 1.131 0.911 0.248
H 0.244869 -1.261970 -1.838317 0.503 -0.328 -0.449
O 2.884599 1.144643 -1.822761 -0.148 0.695 -1.599
H 3.319358 0.986336 -2.694144 -0.271 -0.051 1.063
H 2.221928 1.822440 -2.087065 0.419 -0.688 0.581
O 0.179219 -4.114001 -0.377328 -0.298 1.036 -0.162
H 0.527735 -3.628311 0.384294 0.020 -0.301 -0.092
H -0.269971 -3.403585 -0.880713 0.249 -0.734 0.242
O 2.287070 3.162972 3.281166 0.466 0.219 -2.176
H 1.349000 3.331571 3.117079 0.150 -0.027 0.203
H 2.671021 3.233982 2.349004 -0.617 -0.200 1.960

=====

[4]
19
Properties=species:S:1:pos:R:3:forces:R:3 method="wB97M-V/def2-TZVPD" total_charge=+1 homo_lumo_gap_ha=0.3795 lumo_energy_ev=-3.0 homo_energy_ev=-13.34
N 0.158484 -0.704143 0.915839 0.431 -0.807 -0.644
C 1.169851 -0.243460 -0.109141 0.584 -0.281 -0.645
C 0.466996 0.380164 -1.302527 0.664 1.688 -0.004
N 1.393526 1.361217 -1.912160 -0.013 -0.655 -0.083
H -0.186488 0.270785 1.266965 0.023 -1.548 0.655
H -0.648693 -1.251080 0.556403 0.092 0.428 -0.286
H 0.597069 -1.445626 1.510907 -0.385 1.561 0.298
H 1.789553 0.503859 0.417495 -0.263 -0.322 -0.440
H 1.841674 -1.019963 -0.536959 -0.533 0.057 0.999
H 0.212015 -0.353906 -2.066122 -0.678 -0.180 0.440
H -0.359555 0.991963 -0.934854 -0.512 -0.543 -0.221
H 1.794151 0.891979 -2.713433 0.387 0.394 -0.133
H 0.899543 2.169009 -2.269532 -0.036 -0.076 -0.005
H -0.053004 1.922168 2.438268 -0.125 0.535 -0.067
H -0.635718 2.469582 1.075464 0.150 0.157 0.330
O -0.691078 1.762702 1.731071 0.123 -0.550 -0.139
H -2.507913 -3.311470 0.892785 0.133 -0.006 0.012
H -3.018290 -1.978432 0.358033 -0.014 -0.025 0.018
O -2.222115 -2.415356 0.681491 -0.026 0.173 -0.086

=====

[5]
19
Properties=species:S:1:pos:R:3:forces:R:3 method="wB97M-V/def2-TZVPD" total_charge=+1 homo_lumo_gap_ha=0.3741 lumo_energy_ev=-3.1 homo_energy_ev=-13.28
N 1.033800 -0.527926 -0.080950 -1.752 -1.590 -2.383
C 0.246827 0.786386 -0.358651 0.613 -2.882 -3.275
C -1.167792 0.420542 -0.912834 1.265 3.176 0.964
N -1.345623 1.011041 -2.190182 -1.105 0.315 -1.458
H 1.322199 -0.968425 -1.016561 0.017 1.028 1.626
H 0.287684 -1.261907 0.223986 1.574 1.212 0.301
H 1.827230 -0.456037 0.570556 -0.332 0.303 -0.212
H 0.795368 1.559895 -0.932198 -0.148 -1.084 -0.122
H 0.071458 1.164565 0.528159 -0.353 1.811 4.648
H -1.794968 0.897757 -0.148880 -0.442 -0.329 -0.225
H -1.436519 -0.567416 -0.970111 -0.038 -2.728 0.271
H -1.901591 1.846572 -2.060648 0.124 0.192 -0.492
H -1.891483 0.410427 -2.818421 0.371 0.379 0.311
H 2.648329 2.031296 1.831843 -0.789 -2.110 -0.191
H 2.742591 0.620999 2.609589 -1.497 1.628 -2.705
O 2.284378 1.082387 1.772881 2.448 0.414 3.082
H -1.752561 -2.337885 0.864879 -0.048 -0.195 -0.413
H -1.050936 -2.918315 2.040497 0.712 -0.063 -1.768
O -0.918393 -2.793958 1.047044 -0.620 0.523 2.039

=====

[6]
19
Properties=species:S:1:pos:R:3:forces:R:3 method="wB97M-V/def2-TZVPD" total_charge=+1 homo_lumo_gap_ha=0.4046 lumo_energy_ev=-2.8 homo_energy_ev=-13.84
C -1.510579 0.728839 -0.763140 -0.389 -0.022 -0.777
N -2.588707 -0.114194 -0.244147 0.312 0.105 0.446
C -0.285227 -0.146298 -0.924697 0.902 -0.106 0.708
N -0.089293 -0.835189 0.417680 0.206 0.327 -0.790
H -1.294668 1.569454 -0.103038 -0.054 -0.154 0.218
H -1.801320 1.167647 -1.720654 0.342 0.081 -0.094
H -3.300915 0.431144 0.228742 -0.014 -0.199 -0.209
H -2.996297 -0.652691 -0.995851 -0.306 0.087 0.038
H 0.667456 0.333171 -1.128435 -0.228 0.551 -0.001
H -0.358298 -0.925488 -1.674025 -0.440 -0.205 -0.052
H 0.811934 -1.329657 0.445328 -0.289 -0.100 -0.151
H -0.055508 -0.118403 1.147772 0.111 -0.073 0.114
H -0.931162 -1.403584 0.519128 0.086 -0.167 0.531
H 2.920947 -0.853655 -1.560956 -0.085 -0.144 0.100
H 3.499720 -0.972714 -0.161779 -0.165 -0.098 0.028
O 2.668344 -1.052571 -0.649174 0.212 0.186 -0.041
H 1.026466 1.417711 2.993215 0.274 0.112 -0.007
H 2.093018 1.724840 1.911941 -0.040 0.075 0.145
O 1.524087 1.031637 2.262089 -0.435 -0.253 -0.207

=====

[7]
19
Properties=species:S:1:pos:R:3:forces:R:3 method="wB97M-V/def2-TZVPD" total_charge=+1 homo_lumo_gap_ha=0.4000 lumo_energy_ev=-3.0 homo_energy_ev=-13.90
N -0.104857 -0.041993 -0.256799 -0.490 -0.038 -0.380
C 0.695767 -1.033316 -0.988544 1.713 -0.253 -0.953
C 2.182506 -1.086765 -0.457397 -1.018 0.386 -0.065
N 2.294044 -0.410904 0.841159 0.065 -0.488 -0.306
H 0.144406 0.932912 -0.420064 0.077 -0.009 -0.129
H -1.073393 -0.168957 -0.550813 -0.403 0.192 0.414
H -0.060860 -0.141304 0.758123 0.161 -0.235 0.008
H 0.160079 -1.972571 -1.108460 -0.025 -0.101 0.883
H 0.810746 -0.728869 -2.031314 -0.440 0.423 0.116
H 2.548031 -2.110808 -0.513394 0.014 -0.010 0.224
H 2.744243 -0.500048 -1.178625 0.236 -0.073 0.028
H 2.402888 -1.063140 1.609419 0.042 0.047 -0.058
H 3.116645 0.173223 0.812932 0.026 0.076 0.312
H -3.329074 -1.066099 0.903095 -0.266 0.343 0.108
H -3.138290 0.462520 0.504483 -0.486 -0.164 0.473
O -2.859669 -0.439713 0.345717 0.737 -0.197 -0.569
H -0.890338 3.335606 0.178605 -0.218 0.140 0.044
H -2.243401 2.601243 0.018135 0.112 0.370 -0.052
O -1.338305 2.496683 0.329434 0.164 -0.409 -0.097

=====

[8]
20
Properties=species:S:1:pos:R:3:forces:R:3 method="wB97M-V/def2-TZVPD" total_charge=+1 homo_lumo_gap_ha=0.4169 lumo_energy_ev=-2.9 homo_energy_ev=-14.26
C -0.605865 -1.692871 2.583663 0.372 -3.947 0.847
N 1.540111 -0.315365 0.031218 1.878 -1.069 -0.811
C 0.451159 -0.734499 0.635345 -0.866 -0.024 -1.038
N 0.532775 -1.030588 1.897167 -0.565 0.514 3.419
H -1.555098 -1.839217 2.055099 0.662 0.659 -0.863
H -1.006958 -1.519218 3.618133 1.464 1.154 -0.777
H -0.174893 -2.760259 2.653699 -1.102 1.221 0.214
H 2.427749 -0.672772 0.434848 -0.884 0.720 -0.276
H 1.642521 -0.008016 -0.953611 -0.747 -0.208 0.743
H -0.589780 -0.931852 0.118625 2.372 0.874 0.980
H 1.396104 -0.861034 2.556981 -2.128 -0.292 -2.273
H -0.418158 1.510002 -1.685219 -1.348 0.019 -1.333
H 0.146521 2.320338 -0.581243 -0.301 1.409 0.988
O 0.307708 1.565394 -1.105657 1.032 -0.760 0.216
H 1.779624 0.287014 -3.874259 -1.383 -2.162 -5.223
H 2.476077 1.304594 -3.205169 0.571 0.939 0.416
O 1.954353 0.530995 -3.046166 0.922 1.003 4.795
H -4.592582 1.163539 0.374033 1.361 -0.322 -1.122
H -3.726705 0.705868 -0.910443 -0.674 -0.039 -0.115
O -3.685359 1.064475 -0.024955 -0.635 0.311 1.213

=====

[9]
19
Properties=species:S:1:pos:R:3:forces:R:3 method="wB97M-V/def2-TZVPD" homo_lumo_gap_ha=0.3711 smiles=CCN.O.O.O lumo_energy_ev=0.4 homo_energy_ev=-9.75
C 0.551816 0.893051 2.143311 1.107 -0.071 1.235
C 0.549673 0.414702 0.695359 -2.180 0.745 0.401
N -0.783186 0.663363 0.063568 0.501 -0.098 -0.428
H 0.748633 0.081763 2.849276 -0.151 -0.147 -0.080
H 1.343686 1.614421 2.396444 -0.117 -0.091 -0.451
H -0.368297 1.356172 2.480259 -0.336 0.009 -0.287
H 1.262250 0.979289 0.125872 0.572 -0.122 -0.374
H 0.707913 -0.654222 0.646658 0.416 -0.073 -0.222
H -1.467558 -0.052507 0.257094 0.107 -0.092 0.265
H -1.180170 1.545248 0.350844 0.041 0.102 0.123
O -3.161187 0.178221 -2.504718 0.074 -0.602 0.245
H -3.015476 -0.308863 -1.681897 -0.304 0.275 -0.038
H -2.441409 -0.196392 -3.035072 0.044 0.445 -0.174
O -0.392614 0.293183 -2.810393 0.108 -0.222 -1.239
H -0.676619 0.905783 -2.123193 0.246 -0.495 0.613
H 0.173624 -0.395923 -2.449528 -0.142 0.463 0.397
O 3.044323 -2.299356 1.029235 -0.188 0.021 0.069
H 2.186976 -2.438813 1.448759 0.159 -0.024 -0.017
H 2.917619 -2.579129 0.118125 0.042 -0.024 -0.037

=====

[10]
19
Properties=species:S:1:pos:R:3:forces:R:3 method="wB97M-V/def2-TZVPD" homo_lumo_gap_ha=0.3745 smiles=CCN.O.O.O lumo_energy_ev=0.6 homo_energy_ev=-9.63
C 4.217019 -0.778509 -0.865126 0.409 -0.349 -0.211
C 3.517175 -1.090467 0.442923 -0.786 -0.459 -0.651
N 2.203535 -0.444422 0.443655 -0.069 0.102 -0.134
H 4.434684 0.280978 -1.020759 -0.329 0.014 0.043
H 5.181743 -1.278421 -0.918711 0.175 -0.108 0.166
H 3.636556 -1.190211 -1.692430 -0.103 0.356 -0.031
H 3.276479 -2.158901 0.436710 0.457 0.007 0.302
H 4.150929 -0.842819 1.290788 0.029 0.005 0.263
H 1.612836 -0.683635 1.226079 0.239 -0.172 0.341
H 2.322486 0.548937 0.460662 -0.060 0.638 0.022
O -3.256964 2.950866 1.118573 0.252 0.002 -0.230
H -3.349617 3.656625 1.763373 -0.158 -0.064 0.050
H -4.046769 2.409967 1.172298 -0.115 0.085 0.197
O -0.773872 -0.443497 0.348154 0.086 -0.032 -0.289
H 0.118573 -0.462800 -0.032387 0.019 -0.056 0.052
H -1.344027 -0.437879 -0.428138 -0.103 0.037 0.098
O -4.523591 -0.568423 -1.589839 0.037 0.001 0.420
H -4.603114 0.248319 -1.083305 0.019 0.045 -0.208
H -4.478661 -1.241250 -0.898734 0.000 -0.052 -0.202

=====

Short version: ΔE to the lowest compared entry with this formula, charge and spin = 90.7, 159.8, 243.6, 83.8, 173.2, 20.5, 56.7, 204.6, 112.7, 93.5 kJ/mol, in the order given.